C23H19F5N3PdS | wB97M-V/def2-TZVPD

Computed properties:
- Gap between HOMO and LUMO (alpha / beta): 6.8 / 6.8 eV
- E_tot: -2077.1887 Ha
- E_HOMO (alpha / beta): -10.565 / -10.571 eV
- Total charge: +1
- Energy relative to the best compared isomer or geometry (same formula, charge and spin): 37.2 kcal per mole

Positions of all 52 atoms, in Å:
Pd -0.332 -0.111 -0.540
S 0.009 4.497 -0.574
C -1.098 4.221 0.737
C -1.802 5.149 1.494
C -2.639 4.673 2.483
C -2.777 3.300 2.714
C -2.077 2.377 1.967
C -1.225 2.842 0.966
N -0.451 2.070 0.128
C 0.229 2.777 -0.724
C 1.092 2.144 -1.703
C 1.854 2.871 -2.617
C 2.650 2.205 -3.532
C 2.692 0.818 -3.535
C 1.930 0.087 -2.628
C 1.136 0.744 -1.712
H -1.698 6.209 1.303
H -3.201 5.374 3.086
H -3.455 2.961 3.486
H -2.191 1.311 2.115
H 1.813 3.953 -2.608
H 3.233 2.768 -4.247
H 3.311 0.297 -4.253
H 1.954 -0.997 -2.670
N 3.091 -3.066 1.688
C 3.335 -1.628 2.050
C 2.370 -0.757 1.244
N 0.975 -1.133 1.454
C 0.757 -2.544 1.134
C 1.665 -3.465 1.946
H 3.732 -3.674 2.198
H 3.286 -3.190 0.692
H 4.374 -1.380 1.840
H 3.158 -1.523 3.119
H 2.584 -0.853 0.175
H 2.515 0.289 1.510
H 0.682 -0.928 2.402
H 0.946 -2.679 0.064
H -0.285 -2.803 1.310
H 1.533 -4.510 1.669
H 1.481 -3.357 3.015
F -3.504 -0.048 0.193
C -3.246 -1.099 -0.619
C -1.930 -1.396 -0.921
C -1.733 -2.482 -1.751
F -0.444 -2.828 -2.054
C -2.760 -3.246 -2.267
F -2.521 -4.288 -3.070
C -4.063 -2.918 -1.927
F -5.072 -3.647 -2.392
C -4.313 -1.843 -1.089
F -5.569 -1.543 -0.748

Formally, the Mulliken partial charges of the atoms, in units of the elementary charge, are as follows: -0.772, -0.341, 0.920, -0.615, -0.485, -0.654, -0.387, -0.437, -0.017, 1.461, 0.028, -0.866, -0.771, -0.652, 0.128, 0.124, 0.412, 0.399, 0.397, 0.336, 0.412, 0.410, 0.418, 0.512, -0.089, -0.849, -0.505, -0.159, -0.662, -0.900, 0.352, 0.377, 0.451, 0.365, 0.231, 0.427, 0.324, 0.251, 0.594, 0.444, 0.364, -0.224, 1.466, -1.526, 1.227, -0.315, -0.334, -0.294, 0.887, -0.299, -0.270, -0.293

---

C32H36ClN7O2S3SiTi | wB97M-V/def2-TZVPD

Computed properties:
- Gap between HOMO and LUMO: 7.4 eV
- E_tot: -4568.2377 Ha
- E_HOMO: -13.105 eV
- Total charge: +2
- Energy relative to the best compared isomer or geometry (same formula, charge and spin): 40.7 kcal per mole

Positions of all 83 atoms, in Å:
Ti -0.381 0.071 0.324
C -1.117 0.503 4.497
C -0.127 0.776 3.401
O -0.492 0.629 2.211
N 1.086 1.150 3.808
C 2.228 1.561 2.981
C 2.063 2.946 2.366
C 2.945 3.967 2.704
C 2.770 5.224 2.144
C 1.720 5.419 1.263
C 0.889 4.344 0.987
N 1.051 3.136 1.522
H -2.004 0.038 4.076
H -1.405 1.438 4.979
H -0.695 -0.150 5.260
H 1.223 1.235 4.803
H 2.374 0.819 2.199
H 3.105 1.570 3.624
H 3.749 3.787 3.405
H 3.431 6.041 2.398
H 1.540 6.386 0.814
H 0.046 4.452 0.312
C 1.412 -6.381 2.505
Si 1.836 -4.560 2.293
C 2.807 -4.395 0.677
C 2.783 -3.838 3.759
C 0.179 -3.583 2.206
C -0.989 -4.050 2.798
C -2.190 -3.356 2.691
C -2.211 -2.192 1.960
N -1.107 -1.691 1.400
C 0.062 -2.347 1.542
S 1.384 -1.473 0.804
H 2.306 -6.979 2.323
H 0.655 -6.710 1.791
H 1.060 -6.623 3.508
H 3.479 -5.246 0.561
H 3.408 -3.490 0.656
H 2.147 -4.372 -0.191
H 3.693 -4.411 3.941
H 2.192 -3.867 4.675
H 3.073 -2.803 3.569
H -0.966 -4.976 3.360
H -3.094 -3.721 3.157
H -3.125 -1.629 1.801
S -6.312 0.243 -4.308
N -5.909 1.227 -3.106
C -4.815 0.749 -2.542
C -4.103 1.323 -1.431
C -4.525 2.468 -0.746
C -3.756 2.941 0.295
C -2.591 2.264 0.640
N -2.199 1.158 0.021
C -2.928 0.685 -1.009
C -2.455 -0.536 -1.647
N -1.329 -1.094 -1.156
C -0.921 -2.255 -1.655
C -1.578 -2.899 -2.699
C -2.705 -2.326 -3.242
C -3.172 -1.125 -2.700
C -4.360 -0.454 -3.159
N -5.128 -0.831 -4.165
H -5.448 2.944 -1.049
H -4.047 3.822 0.848
H -1.953 2.609 1.444
H -0.039 -2.698 -1.210
H -1.192 -3.836 -3.072
H -3.244 -2.778 -4.064
O 0.477 0.915 -0.798
S 2.450 0.719 -1.351
C 2.259 2.196 -2.401
C 3.492 2.321 -3.276
C 4.659 1.845 -2.416
C 4.222 0.480 -1.907
H 2.158 3.018 -1.690
H 1.320 2.099 -2.941
H 3.614 3.346 -3.623
H 3.397 1.675 -4.150
H 4.812 2.530 -1.578
H 5.589 1.788 -2.980
H 4.771 0.150 -1.026
H 4.293 -0.283 -2.677
Cl 1.743 -0.739 -2.524

Formally, the Mulliken partial charges of the atoms, in units of the elementary charge, are as follows: -0.076, -1.605, 0.546, 0.039, 0.000, -0.508, 0.625, -0.904, -0.482, -0.948, -0.179, 0.329, 0.318, 0.380, 0.470, 0.311, -0.308, 0.554, 0.451, 0.456, 0.454, 0.421, -1.174, 0.300, -1.069, -1.025, -0.013, -0.049, -1.369, -0.608, 0.741, 0.626, -0.768, 0.379, 0.364, 0.357, 0.449, 0.274, 0.304, 0.391, 0.343, 0.239, 0.440, 0.466, 0.582, 0.213, -0.662, 0.705, 0.250, -0.449, -1.139, -0.297, 0.792, 0.297, -0.878, 0.930, -0.563, -1.020, -0.676, 0.366, 0.663, -0.650, 0.578, 0.499, 0.494, 0.697, 0.527, 0.569, -0.358, 0.630, -0.566, -0.620, -0.598, -0.934, 0.257, 0.377, 0.371, 0.310, 0.303, 0.372, 0.362, 0.493, -0.168

---

C6H7Cl2N | wB97M-V/def2-TZVPD

Computed properties:
- Gap between HOMO and LUMO: 8.8 eV
- E_tot: -1207.8011 Ha
- E_HOMO: -8.183 eV
- Total charge: 0
- Energy relative to the best compared isomer or geometry (same formula, charge and spin): 94.8 kcal per mole

Positions of all 16 atoms, in Å:
C -1.091 0.317 -1.094
C -1.841 0.393 0.185
C 0.252 0.335 -1.177
C -1.869 -0.583 1.116
C 1.200 1.509 0.622
C 2.122 -0.601 0.003
N 1.155 0.452 -0.109
Cl -3.026 -0.517 2.416
Cl -0.884 -1.932 1.234
H -1.681 -0.017 -1.928
H -2.663 0.956 0.296
H 0.689 0.023 -2.148
H 0.362 2.043 0.391
H 2.733 -0.266 0.903
H 1.676 -1.598 0.001
H 2.868 -0.513 -0.710

Formally, the Mulliken partial charges of the atoms, in units of the elementary charge, are as follows: -0.117, -0.967, -0.237, 0.581, -0.608, -1.055, 0.293, -0.185, -0.173, 0.345, 0.464, 0.326, 0.290, 0.333, 0.260, 0.450

---

C4H7NOS2 | wB97M-V/def2-TZVPD

Computed properties:
- Gap between HOMO and LUMO: 8.4 eV
- SMILES: COC(=S)NC(C)=S
- E_tot: -1082.9726 Ha
- E_HOMO: -8.572 eV
- Total charge: 0
- Energy relative to the best compared isomer or geometry (same formula, charge and spin): 14.0 kcal per mole

Positions of all 15 atoms, in Å:
C -1.039 1.537 2.262
O -0.463 0.643 1.297
C -0.542 0.952 0.031
S -1.252 2.293 -0.621
N 0.047 0.009 -0.794
C 0.706 -1.178 -0.545
C 1.177 -1.832 -1.830
S 0.992 -1.880 0.902
H -0.870 1.083 3.227
H -2.108 1.664 2.074
H -0.541 2.500 2.200
H -0.004 0.277 -1.789
H 0.917 -1.272 -2.726
H 2.270 -1.936 -1.800
H 0.709 -2.859 -1.888

Formally, the Mulliken partial charges of the atoms, in units of the elementary charge, are as follows: -0.783, -0.248, 0.326, -0.341, -0.178, 0.416, -0.967, -0.281, 0.232, 0.349, 0.359, 0.295, 0.279, 0.277, 0.263

---

C23H39O2SiW | wB97M-V/def2-TZVPD

Computed properties:
- Gap between HOMO and LUMO (alpha / beta): 7.0 / 8.1 eV
- Spin multiplicity: 3
- E_tot: -1406.4551 Ha
- E_HOMO (alpha / beta): -10.789 / -12.349 eV
- Total charge: +1
- Energy relative to the best compared isomer or geometry (same formula, charge and spin): 3.9 kcal per mole

Positions of all 66 atoms, in Å:
O -0.151 2.473 -0.421
C 0.468 2.564 -1.764
C -0.151 3.874 -2.140
H 0.204 1.691 -2.372
H 1.550 2.728 -1.697
C -0.640 3.848 -0.680
H -0.953 3.797 -2.888
H 0.575 4.667 -2.339
C -2.133 4.049 -0.570
H -2.702 3.480 -1.319
H -2.353 5.117 -0.720
H -2.454 3.774 0.439
C 0.055 4.865 0.208
H 1.119 4.948 -0.023
H -0.103 4.589 1.253
H -0.401 5.853 0.044
W 0.904 -0.103 0.967
C 2.691 0.623 1.986
C 3.048 -0.594 1.300
C 2.857 -0.361 -0.111
H 3.509 -1.471 1.736
C 2.347 0.951 -0.282
C 2.279 1.601 1.006
H 2.056 2.655 1.201
H 2.765 0.785 3.057
H 3.141 -1.010 -0.936
H 2.331 1.422 -1.264
C 0.359 -1.140 3.357
C 0.207 0.274 3.128
C -0.936 0.468 2.255
H 0.742 1.079 3.624
C -1.473 -0.844 1.987
C -0.671 -1.806 2.638
H -0.831 -2.876 2.629
H 1.078 -1.606 4.032
H -1.391 1.432 2.042
H -2.350 -1.044 1.375
O -3.174 1.638 -2.240
C -3.103 0.976 -0.932
C -1.943 -0.018 -0.991
H -4.083 0.484 -0.717
H -2.900 1.727 -0.152
C -1.710 -0.298 -2.503
H -2.110 -0.945 -0.446
H -1.047 0.476 -0.556
C -2.724 0.642 -3.207
H -1.846 -1.375 -2.733
H -0.695 0.004 -2.762
H -3.611 0.076 -3.582
H -2.205 1.158 -4.046
C -0.349 -4.883 0.832
Si 1.079 -3.785 0.293
C 2.397 -3.966 1.620
C 1.677 -4.634 -1.272
C 0.382 -2.025 0.001
H -0.304 -5.832 0.286
H -1.326 -4.446 0.606
H -0.329 -5.132 1.899
H 2.471 -5.019 1.934
H 3.394 -3.693 1.251
H 2.194 -3.380 2.526
H 0.906 -4.586 -2.051
H 2.597 -4.181 -1.659
H 1.879 -5.696 -1.080
H -0.700 -2.282 0.004
H 0.592 -1.755 -1.057

Formally, the Mulliken partial charges of the atoms, in units of the elementary charge, are as follows: -0.140, -0.169, -1.035, -0.111, 0.376, 1.608, 0.316, 0.366, -1.973, 0.388, 0.533, 0.369, -1.766, 0.407, 0.300, 0.462, 1.243, -0.816, -0.029, -0.837, 0.627, 0.007, -0.525, 0.407, 0.682, 0.488, 0.523, -0.590, -1.030, -0.312, 0.762, -0.959, -0.689, 0.654, 0.509, 0.763, 0.827, -0.453, -0.718, 1.883, 0.361, 0.035, -0.806, 0.352, -1.263, -0.622, 0.386, 0.181, 0.291, 0.359, -1.271, 0.076, -1.076, -1.193, -0.663, 0.395, 0.359, 0.366, 0.442, 0.302, 0.266, 0.343, 0.354, 0.323, -0.172, 0.527

---

C4H8O2 | wB97M-V/def2-TZVPD

Computed properties:
- Gap between HOMO and LUMO: 10.7 eV
- SMILES: CO[C@@H](C)C=O
- E_tot: -307.6500 Ha
- E_HOMO: -9.614 eV
- Total charge: 0
- Energy relative to the best compared isomer or geometry (same formula, charge and spin): 39.2 kcal per mole

Positions of all 14 atoms, in Å:
C -0.821 -1.771 0.443
O -0.569 -0.424 0.801
C -0.088 0.377 -0.265
C -0.050 1.831 0.199
C 1.331 -0.045 -0.616
O 1.635 -0.556 -1.663
H -1.301 -2.233 1.308
H -1.507 -1.859 -0.414
H 0.097 -2.331 0.209
H -0.695 0.227 -1.170
H -0.647 2.480 -0.447
H -0.439 1.848 1.218
H 0.980 2.241 0.210
H 2.074 0.215 0.187

Formally, the Mulliken partial charges of the atoms, in units of the elementary charge, are as follows: -0.709, -0.394, 0.594, -1.182, -0.219, -0.458, 0.262, 0.303, 0.281, 0.298, 0.284, 0.316, 0.308, 0.316

---

C6H14 | wB97M-V/def2-TZVPD

Computed properties:
- Gap between HOMO and LUMO: 12.0 eV
- SMILES: CCCC(C)C
- E_tot: -236.9977 Ha
- E_HOMO: -10.807 eV
- Total charge: 0
- Energy relative to the best compared isomer or geometry (same formula, charge and spin): 8.6 kcal per mole

Positions of all 20 atoms, in Å:
C 1.533 -1.885 -0.263
C 0.298 -1.291 -0.991
C -0.680 -0.633 -0.046
C -0.232 0.725 0.502
C -1.318 1.287 1.389
C 0.168 1.710 -0.615
H 2.230 -2.354 -0.948
H 1.334 -2.623 0.512
H 2.088 -1.082 0.213
H 0.790 -0.617 -1.702
H -0.075 -2.099 -1.628
H -1.667 -0.518 -0.503
H -0.843 -1.336 0.780
H 0.644 0.509 1.128
H -1.579 0.632 2.214
H -1.082 2.294 1.733
H -2.259 1.377 0.835
H 1.233 1.733 -0.793
H -0.185 2.697 -0.317
H -0.397 1.472 -1.500

Formally, the Mulliken partial charges of the atoms, in units of the elementary charge, are as follows: -1.309, -0.295, -1.030, 1.043, -1.710, -1.471, 0.384, 0.323, 0.315, 0.204, 0.358, 0.385, 0.396, 0.167, 0.394, 0.406, 0.368, 0.293, 0.450, 0.329

---

C11H15Cl2NO6 | wB97M-V/def2-TZVPD

Computed properties:
- Gap between HOMO and LUMO: 9.7 eV
- SMILES: C[C@@H](Cl)[C@H](Cl)C1=C(N)C(=O)OC1=O.CCOC(=O)OC
- E_tot: -1854.7317 Ha
- E_HOMO: -10.582 eV
- Total charge: 0
- Energy relative to the best compared isomer or geometry (same formula, charge and spin): 0.0 kcal per mole

Positions of all 35 atoms, in Å:
C -4.699 -1.059 -1.017
C -3.298 -1.083 -0.382
Cl -3.203 -2.425 0.785
C -2.171 -1.081 -1.470
Cl -0.751 -2.002 -0.952
C -1.827 0.366 -1.724
C -2.555 1.281 -2.371
N -3.701 1.197 -3.183
C -2.043 2.621 -1.929
O -2.650 3.628 -1.811
O -0.790 2.431 -1.382
C -0.537 1.075 -1.395
O 0.563 0.648 -1.417
H -4.652 -1.208 -2.098
H -5.329 -1.848 -0.616
H -5.202 -0.106 -0.835
H -3.164 -0.186 0.220
H -2.573 -1.548 -2.369
H -3.486 0.739 -4.062
H -4.483 0.722 -2.753
C 4.130 1.349 0.271
C 3.004 0.356 0.459
O 3.424 -0.796 1.219
C 3.552 -0.606 2.528
O 3.325 0.412 3.132
O 3.981 -1.748 3.075
C 4.221 -1.674 4.483
H 4.990 0.864 -0.192
H 3.796 2.163 -0.373
H 4.448 1.771 1.224
H 2.685 -0.046 -0.496
H 2.139 0.812 0.939
H 3.339 -1.313 5.007
H 5.064 -1.017 4.690
H 4.455 -2.687 4.797

Formally, the Mulliken partial charges of the atoms, in units of the elementary charge, are as follows: -1.449, 0.183, -0.156, 0.264, -0.120, -0.180, 0.225, -0.544, 0.468, -0.494, -0.308, 0.063, -0.433, 0.355, 0.445, 0.302, 0.357, 0.427, 0.332, 0.260, -1.174, 0.001, -0.369, 0.768, -0.559, -0.345, -0.637, 0.311, 0.346, 0.323, 0.278, 0.255, 0.295, 0.292, 0.219